{
  "formula": "C44H58N3O2S2Ti",
  "method": "ωB97M-V/def2-TZVPD",
  "lumo_energy_ev": 2.5,
  "total_energy_ha": -3672.26265,
  "orbital_gap_ev": 7.035,
  "charge": -1,
  "homo_ev": -4.54,
  "elements": ["H", "C", "H", "O", "C", "H", "C", "C", "H", "H", "H", "C", "H", "H", "C", "H", "H", "H", "C", "H", "N", "C", "O", "H", "H", "C", "H", "H", "H", "H", "H", "C", "H", "C", "C", "C", "C", "H", "N", "H", "H", "H", "C", "C", "C", "H", "H", "H", "C", "C", "H", "C", "H", "H", "H", "H", "C", "C", "H", "C", "C", "C", "H", "H", "Ti", "C", "C", "H", "H", "H", "H", "C", "H", "H", "C", "H", "H", "N", "C", "C", "C", "H", "C", "S", "C", "H", "C", "H", "C", "H", "H", "H", "C", "S", "C", "C", "H", "H", "H", "H", "C", "H", "C", "C", "C", "H", "H", "H", "H", "C"],
  "xyz": [[2.950, -3.113, 3.401], [4.521, -3.184, 0.314], [1.321, 2.320, 2.425], [-0.112, 0.123, -1.918], [-3.915, -0.907, 3.348], [1.140, -4.878, -5.318], [0.602, 0.538, 3.345], [-0.282, -0.767, -2.908], [1.644, 0.149, -6.425], [1.650, 0.863, 1.466], [1.945, -7.276, 1.601], [2.074, -3.250, 0.746], [1.349, -1.911, 2.704], [4.543, -0.993, 1.780], [-2.291, -4.541, -5.610], [0.145, 1.196, 4.087], [1.885, 2.358, -4.376], [-2.561, -4.861, -4.603], [-3.079, -0.189, 5.483], [-3.248, 0.108, 6.511], [-0.865, -2.075, -1.063], [-4.145, -0.518, 4.659], [0.955, -1.104, 0.432], [-1.180, -2.879, -7.479], [5.499, -2.855, 0.677], [-0.727, -2.021, -2.465], [1.567, 0.231, 3.764], [1.865, 3.196, 0.678], [-1.264, -4.014, -2.983], [2.698, -5.274, 0.987], [4.348, -2.737, -0.667], [-0.838, -4.050, -5.672], [-2.978, -3.743, -5.900], [3.528, -1.235, 1.451], [3.420, -2.755, 1.299], [0.606, -6.749, -0.036], [-1.141, 2.572, -0.810], [-1.076, -4.800, -0.961], [-0.296, 1.592, 1.258], [0.603, -2.172, 4.304], [2.443, 0.709, -4.046], [1.607, -8.590, 0.469], [1.906, -4.641, 0.614], [-0.190, -4.396, -0.488], [1.793, -7.516, 0.546], [-0.006, -1.472, -6.178], [3.753, -4.474, 2.618], [-0.038, -6.059, -5.923], [1.122, 4.218, -1.039], [-0.814, 1.763, -4.609], [3.332, -0.721, 0.512], [1.038, 3.291, -0.009], [2.014, 4.823, -1.145], [2.831, -0.847, 2.194], [-1.537, -6.640, 0.360], [-0.094, -5.520, -4.238], [0.800, 0.819, -6.244], [0.795, -5.235, 0.045], [-1.620, 1.447, -5.276], [-0.210, -1.625, -5.130], [-0.527, -3.677, -7.121], [1.034, -2.444, 0.288], [1.314, -6.887, -2.088], [-0.819, -8.223, 0.688], [-0.695, -0.330, -0.167], [-0.094, 2.496, 0.129], [-1.789, -0.246, 4.975], [-4.745, -1.162, 2.700], [-1.190, 1.728, -3.587], [-5.160, -0.470, 5.035], [2.716, -7.296, 0.006], [0.410, -1.913, 3.249], [-0.948, 0.009, 5.613], [-0.903, 3.131, 2.568], [0.057, 4.368, -1.915], [4.551, -4.267, 0.188], [-0.025, 0.518, -6.892], [-0.234, -0.620, 3.112], [-2.625, -0.967, 2.817], [-0.652, -7.144, 0.749], [-0.050, -3.030, -0.414], [-0.545, 2.796, -4.851], [-0.016, -0.545, -4.259], [-2.383, -1.570, 1.182], [0.097, -5.197, -5.263], [-0.678, -4.549, -7.763], [0.438, -7.172, -1.502], [-0.434, -6.699, -1.956], [1.588, 1.386, -3.970], [1.342, 1.512, -2.918], [4.679, -3.031, 3.039], [-1.708, 1.566, 2.861], [-1.339, 2.240, 2.099], [-2.478, 1.418, -0.747], [-0.917, -3.060, -3.354], [3.713, -3.385, 2.669], [-1.873, 3.637, -2.503], [-0.225, -2.680, 2.804], [-0.550, -6.867, 1.801], [-2.437, -5.388, -6.286], [-0.649, -2.875, -4.711], [0.509, -3.351, -7.238], [-1.552, -0.611, 3.655], [0.905, 1.363, 2.082], [0.397, 0.835, -4.768], [0.308, -8.256, -1.575], [0.105, 5.104, -2.708], [-2.179, 2.521, 1.476], [1.100, 1.828, -6.539], [-1.056, 3.551, -1.800]],
  "atomic_forces_ev_per_a": [[0.0, 0.0, 0.0], [0.0, 0.0, 0.0], [0.0, 0.0, 0.0], [0.0, 0.0, -0.1], [0.0, 0.0, 0.0], [0.0, 0.0, 0.0], [0.0, 0.0, 0.0], [0.1, 0.0, 0.0], [0.0, 0.0, 0.0], [0.0, 0.0, 0.0], [0.0, 0.0, 0.0], [0.0, -0.1, 0.0], [-0.2, 0.0, 0.1], [0.0, 0.0, 0.0], [0.0, 0.0, 0.0], [0.0, 0.0, 0.0], [0.0, 0.0, 0.0], [0.0, 0.0, 0.0], [0.0, 0.0, 0.0], [0.0, 0.0, 0.0], [0.1, 0.0, -0.1], [0.0, 0.0, 0.0], [0.0, 0.0, 0.0], [0.0, 0.0, 0.0], [0.0, 0.0, 0.0], [0.0, -0.1, 0.0], [0.0, 0.0, 0.0], [0.0, 0.0, 0.0], [0.0, 0.0, 0.0], [0.0, 0.0, 0.0], [0.0, 0.0, 0.0], [0.0, 0.0, 0.0], [0.0, 0.0, 0.0], [0.1, 0.0, 0.0], [0.0, 0.0, 0.0], [0.0, 0.0, 0.0], [-0.2, -0.1, 0.0], [0.0, 0.0, 0.0], [0.2, 0.2, 0.0], [0.0, 0.0, 0.0], [0.0, 0.0, 0.0], [0.0, 0.0, 0.0], [0.0, 0.0, 0.0], [0.0, 0.0, 0.0], [0.0, 0.0, 0.0], [0.0, 0.0, 0.0], [0.0, 0.0, 0.0], [0.0, 0.0, 0.0], [0.0, 0.0, 0.0], [0.0, 0.0, 0.0], [0.0, 0.0, 0.0], [0.0, 0.0, 0.0], [0.0, 0.0, 0.0], [0.1, 0.0, -0.1], [0.0, 0.0, 0.0], [0.0, 0.0, 0.0], [0.0, 0.0, 0.0], [0.0, 0.0, 0.0], [0.0, 0.0, 0.0], [0.0, 0.0, 0.0], [0.0, 0.0, 0.0], [0.1, 0.0, -0.1], [0.0, 0.0, 0.0], [0.0, 0.0, 0.0], [-0.7, -0.1, 0.1], [0.2, 0.0, 0.0], [-0.1, 0.0, 0.0], [0.0, 0.0, 0.0], [0.0, 0.0, 0.0], [0.0, 0.0, 0.0], [0.0, 0.0, 0.0], [0.0, 0.1, 0.0], [0.0, 0.0, 0.0], [0.0, 0.0, 0.0], [0.0, 0.0, 0.0], [0.0, 0.0, 0.0], [0.0, 0.0, 0.0], [-0.1, -0.1, 0.0], [0.1, 0.0, 0.1], [0.0, 0.0, 0.0], [0.1, 0.0, 0.0], [0.0, 0.0, 0.0], [0.0, 0.0, 0.0], [0.1, 0.1, -0.2], [0.0, 0.0, 0.0], [0.0, 0.0, 0.0], [0.0, 0.0, 0.0], [0.0, 0.0, 0.0], [0.0, 0.0, 0.0], [0.0, 0.0, 0.0], [0.0, 0.0, 0.0], [0.0, -0.1, 0.1], [0.0, -0.1, 0.0], [0.2, 0.1, 0.1], [0.0, 0.0, 0.0], [0.0, 0.0, 0.0], [0.0, 0.0, 0.0], [0.0, 0.0, 0.0], [0.0, 0.0, 0.0], [0.0, 0.0, 0.0], [0.0, 0.0, 0.0], [0.0, 0.0, 0.0], [0.0, 0.1, -0.1], [0.0, 0.0, 0.0], [0.0, 0.0, 0.0], [0.0, 0.0, 0.0], [0.0, 0.0, 0.0], [0.0, 0.0, 0.0], [0.0, 0.0, 0.0], [0.0, 0.0, 0.1]],
  "lowdin_charge": [0.07, -0.05, 0.12, -0.23, -0.12, 0.09, -0.16, -0.24, 0.09, 0.10, 0.08, -0.10, 0.04, 0.09, -0.05, 0.11, 0.08, 0.07, -0.11, 0.09, -0.11, -0.11, -0.21, 0.08, 0.08, -0.18, 0.12, 0.10, 0.10, 0.09, 0.09, -0.56, 0.09, -0.06, -0.53, -0.56, -0.62, 0.11, -0.20, 0.10, 0.09, 0.08, 0.01, 0.03, -0.07, 0.08, 0.07, 0.08, -0.10, -0.03, 0.09, -0.03, 0.09, 0.05, 0.08, 0.06, -0.08, -0.17, 0.09, 0.01, -0.08, -0.26, 0.09, 0.08, 0.87, -0.29, -0.05, 0.09, 0.05, 0.09, 0.08, -0.06, 0.11, 0.11, -0.10, 0.07, 0.08, -0.17, -0.57, -0.05, -0.23, 0.08, -0.09, 0.70, -0.05, 0.08, -0.05, 0.07, -0.04, 0.07, 0.08, 0.07, -0.05, 0.63, 0.03, -0.04, 0.10, 0.09, 0.09, 0.08, -0.17, 0.08, -0.31, -0.18, -0.53, 0.08, 0.10, 0.04, 0.08, -0.13]
}

***

{
  "formula": "C3H3FN2O",
  "method": "ωB97M-V/def2-TZVPD",
  "lumo_energy_ev": 0.9,
  "smiles": "Nc1nocc1F",
  "total_energy_ha": -400.67100,
  "orbital_gap_ev": 10.213,
  "homo_ev": -9.36,
  "elements": ["N", "C", "H", "H", "H", "C", "N", "F", "O", "C"],
  "xyz": [[1.658, -0.761, -0.126], [0.326, -0.444, -0.107], [1.854, -1.707, 0.170], [-2.387, 1.387, 0.171], [2.334, -0.114, 0.244], [-0.242, 0.884, -0.119], [-0.627, -1.321, -0.034], [0.508, 1.965, -0.052], [-1.828, -0.609, -0.074], [-1.596, 0.720, -0.072]],
  "atomic_forces_ev_per_a": [[0.3, -0.7, -0.1], [-0.5, 1.2, 0.4], [-0.1, 0.1, -0.1], [-0.5, 0.2, -0.3], [-0.3, 0.3, 0.0], [-0.7, -1.2, 0.1], [-0.3, -0.2, -0.5], [0.2, 0.8, -0.1], [-0.3, 0.1, 0.3], [2.2, -0.7, 0.3]],
  "nbo_charge": [-0.80, 0.26, 0.40, 0.22, 0.40, 0.24, -0.17, -0.30, -0.28, 0.05]
}